The following is a DFT calculation (ωB97M-V with the def2-TZVPD basis set) of the molecule C24H29N7O3S at a distorted geometry.

Values from the calculation:
Energy above the lowest of the compared OMol25 structures with the same formula, charge and spin = 0.294 eV
Structure (SMILES) = O=C(NC1CCCC1)[C@H](c1ccncc1)N(C[C@H]1CCCO1)C(=O)Cn1nnc(-c2cccs2)n1
LUMO energy = 0.42 eV
Total charge = 0
Maximum force = 1.3 eV/Å
HOMO level = -0.321 hartree

```
64
Properties=species:S:1:pos:R:3:forces:R:3
O -2.749 -0.800 0.716 -0.075 -0.201 0.436
C -2.419 -0.183 -0.279 0.248 0.126 -0.664
N -3.151 0.787 -0.838 -0.261 0.127 -0.248
C -4.353 1.317 -0.226 -0.154 -0.268 0.135
C -4.088 2.710 0.388 -0.062 0.072 0.106
C -5.065 3.668 -0.298 0.069 0.058 -0.057
C -5.334 3.012 -1.649 -0.198 -0.010 0.122
C -5.443 1.533 -1.287 0.023 0.048 -0.055
C -1.081 -0.447 -1.009 -0.247 0.340 -0.037
C -0.903 -1.886 -1.414 -0.056 -0.172 -0.133
C -0.265 -2.180 -2.616 -0.075 -0.015 0.236
C -0.106 -3.508 -2.981 0.117 0.245 -0.150
N -0.536 -4.520 -2.249 0.075 -0.516 -0.197
C -1.153 -4.242 -1.113 -0.094 0.143 0.252
C -1.359 -2.953 -0.645 0.031 -0.035 -0.117
N -0.006 0.063 -0.143 -0.108 -0.269 -0.280
C 0.778 -0.854 0.658 0.077 -0.218 0.698
C 0.181 -1.111 2.064 -0.234 -0.406 -0.429
C 0.517 -2.511 2.582 -0.007 0.244 0.064
C 1.921 -2.301 3.147 -0.056 0.133 -0.002
C 1.854 -0.858 3.661 0.336 -0.037 0.288
O 0.747 -0.230 3.023 -0.115 0.184 0.112
C 0.062 1.406 -0.071 0.391 0.259 0.084
O -0.642 2.129 -0.756 -0.076 0.342 -0.088
C 1.064 2.025 0.916 -0.826 0.048 0.246
N 2.383 2.083 0.368 0.879 -0.124 -0.264
N 2.940 3.195 -0.033 -0.809 0.824 0.206
N 4.109 2.907 -0.474 0.749 -0.053 -0.302
C 4.258 1.573 -0.335 -1.217 0.160 0.472
C 5.428 0.844 -0.710 0.784 -0.356 -0.269
C 5.636 -0.507 -0.623 -0.241 0.489 0.032
C 6.909 -0.886 -1.085 0.295 0.013 -0.117
C 7.644 0.177 -1.513 -0.134 0.272 0.019
S 6.803 1.665 -1.365 -0.191 -0.536 0.144
N 3.164 1.032 0.203 0.608 -0.152 -0.156
H -2.719 1.382 -1.531 0.209 -0.178 0.116
H -4.653 0.584 0.527 0.033 0.123 -0.124
H -3.058 3.000 0.173 0.025 -0.002 0.050
H -4.214 2.703 1.469 0.075 0.000 0.057
H -5.995 3.728 0.270 -0.058 0.051 0.008
H -4.656 4.672 -0.393 -0.051 0.080 0.056
H -4.489 3.177 -2.320 0.058 0.045 -0.099
H -6.234 3.392 -2.130 0.028 0.041 -0.112
H -6.422 1.332 -0.851 -0.068 -0.006 0.004
H -5.305 0.871 -2.140 -0.064 -0.095 0.031
H -1.051 0.169 -1.917 -0.043 -0.184 0.184
H 0.105 -1.390 -3.252 0.035 0.088 -0.076
H 0.391 -3.775 -3.904 0.049 0.072 -0.103
H -1.496 -5.098 -0.547 -0.070 -0.016 0.117
H -1.873 -2.776 0.285 -0.040 0.001 0.068
H 0.839 -1.794 0.110 0.100 0.123 0.059
H 1.792 -0.459 0.754 -0.218 -0.239 -0.023
H -0.895 -0.918 2.039 0.172 -0.075 -0.011
H -0.176 -2.777 3.380 -0.045 -0.030 -0.014
H 0.474 -3.273 1.807 -0.043 -0.058 -0.040
H 2.665 -2.391 2.356 0.055 -0.033 -0.001
H 2.167 -3.003 3.939 0.072 -0.036 -0.008
H 1.676 -0.819 4.741 0.064 -0.004 -0.084
H 2.770 -0.299 3.440 -0.057 -0.047 0.044
H 0.753 3.059 1.080 0.036 -0.227 -0.052
H 1.062 1.468 1.857 0.151 0.142 -0.108
H 4.895 -1.187 -0.244 -0.155 -0.110 0.075
H 7.262 -1.901 -1.099 0.093 -0.151 -0.019
H 8.639 0.173 -1.911 0.209 -0.035 -0.080
```
Positions in Å, forces in eV/Å.

---

The following is a DFT calculation (ωB97M-V with the def2-TZVPD basis set) of a structure of composition C24H30AsBN5O8PPbS5.

Values from the calculation:
LUMO energy = 4.25 eV
Total charge = -2
Maximum force = 0.2 eV/Å
HOMO level = -0.104 hartree

```
76
Properties=species:S:1:pos:R:3:forces:R:3
Pb -0.321 -0.512 -0.309 -0.044 -0.095 -0.048
C -2.982 0.462 2.811 -0.011 0.023 0.043
N -3.143 -0.939 2.470 0.010 -0.011 -0.050
C -4.339 -1.569 2.208 0.009 0.016 0.011
C -4.040 -2.851 1.907 -0.006 -0.016 -0.021
N -2.676 -3.010 1.976 0.000 0.013 0.101
B -1.985 -4.405 1.836 0.011 0.025 0.011
N -0.789 -4.395 0.832 0.010 0.021 -0.064
C 0.385 -5.070 1.070 -0.005 -0.026 -0.004
C 1.149 -5.010 -0.043 -0.011 -0.018 -0.015
N 0.433 -4.285 -0.973 0.041 0.042 0.014
C 0.867 -3.972 -2.326 -0.024 0.006 -0.030
C -0.743 -3.897 -0.420 -0.012 0.011 0.039
S -1.892 -2.886 -1.180 -0.077 -0.013 -0.032
C -2.136 -1.824 2.298 -0.022 -0.050 -0.025
S -0.466 -1.431 2.418 0.033 0.090 -0.104
H -3.934 0.828 3.193 -0.004 -0.003 -0.007
H -2.690 1.029 1.930 0.012 -0.015 -0.006
H -2.217 0.553 3.580 0.002 0.000 0.001
H -5.272 -1.036 2.215 -0.002 -0.004 0.003
H -4.674 -3.668 1.615 -0.001 0.001 0.005
H -1.531 -4.753 2.907 0.010 0.015 -0.002
H -2.845 -5.167 1.447 0.002 -0.003 -0.014
H 0.573 -5.527 2.024 0.004 -0.002 -0.003
H 2.128 -5.396 -0.261 0.003 0.005 0.009
H 1.598 -4.717 -2.636 0.011 0.005 0.013
H 1.321 -2.983 -2.381 0.014 -0.013 0.011
H 0.005 -3.999 -2.988 -0.014 -0.015 0.008
O -2.962 3.079 -0.645 0.005 0.091 0.000
As -3.016 1.468 -1.303 0.073 -0.128 0.046
O -4.538 1.103 -1.753 -0.059 0.023 -0.023
O -2.349 0.422 -0.146 0.027 0.052 0.064
C -1.806 1.329 -2.826 -0.045 -0.025 -0.051
C -2.302 0.476 -3.810 -0.005 -0.001 0.003
C -1.532 0.134 -4.913 0.026 0.023 0.005
C -0.262 0.668 -5.062 -0.044 -0.048 -0.036
C 0.233 1.539 -4.102 0.026 -0.022 -0.005
C -0.518 1.853 -2.980 0.000 0.000 0.081
S 0.248 2.887 -1.733 -0.040 0.101 0.002
O 1.587 3.178 -2.199 -0.030 -0.021 0.034
O -0.610 4.066 -1.614 -0.011 0.002 0.006
O 0.196 2.069 -0.509 0.047 -0.036 -0.053
H -2.114 3.528 -0.872 -0.010 -0.056 -0.008
H -3.301 0.074 -3.685 -0.002 0.009 0.012
H -1.919 -0.561 -5.646 0.002 0.003 -0.003
H 0.350 0.384 -5.910 0.023 0.010 0.004
H 1.220 1.964 -4.192 0.059 0.014 -0.003
O 1.991 -1.564 -7.056 -0.015 0.001 0.013
S 3.137 -1.590 -6.179 0.044 0.010 -0.027
O 4.232 -2.442 -6.577 -0.003 0.000 0.006
N 2.701 -1.873 -4.636 -0.017 -0.013 0.010
C 2.932 -0.834 -3.858 0.006 0.114 -0.031
S 2.622 -0.724 -2.212 0.036 -0.090 0.073
C 3.529 0.346 -4.582 0.011 0.000 0.016
C 3.848 1.598 -4.077 -0.030 -0.033 -0.016
C 4.358 2.543 -4.957 0.004 0.007 0.016
C 4.549 2.245 -6.306 0.010 0.010 0.008
C 4.225 0.992 -6.809 0.006 -0.012 -0.006
C 3.717 0.066 -5.919 -0.043 -0.013 0.010
H 3.653 1.828 -3.037 -0.005 0.005 -0.036
H 4.592 3.535 -4.591 -0.002 0.000 -0.002
H 4.944 3.005 -6.970 -0.004 -0.003 -0.005
H 4.354 0.750 -7.856 -0.002 0.000 0.000
C 4.189 -0.748 1.096 0.013 -0.016 -0.010
P 2.638 0.230 1.199 -0.043 0.055 -0.033
C 2.642 0.636 2.992 -0.007 0.002 0.025
C 3.186 1.830 0.502 0.053 0.044 0.069
H 5.033 -0.215 1.544 -0.002 0.005 0.004
H 4.403 -0.952 0.046 0.006 0.002 -0.001
H 4.054 -1.703 1.607 -0.004 0.003 0.006
H 3.595 1.064 3.317 0.005 0.000 -0.017
H 2.432 -0.264 3.573 0.000 -0.002 -0.001
H 1.842 1.350 3.192 -0.006 -0.004 0.003
H 4.172 2.121 0.877 0.003 -0.015 0.020
H 2.452 2.593 0.760 0.000 -0.015 -0.016
H 3.200 1.766 -0.585 0.005 -0.025 0.004
```
Positions in Å, forces in eV/Å.

---

The following is a DFT calculation (ωB97M-V with the def2-TZVPD basis set) of a structure of composition C24H30AuN3O3PS.

Values from the calculation:
Energy above the lowest of the compared OMol25 structures with the same formula, charge and spin = 0.000 eV
LUMO energy = -7.83 eV
Total charge = +3
Maximum force = 0.9 eV/Å
HOMO level = -0.621 hartree

```
63
Properties=species:S:1:pos:R:3:forces:R:3
Au 0.706 -0.200 0.764 -0.105 0.153 0.031
N -1.218 -0.337 5.236 0.001 -0.028 0.018
C -0.103 0.579 5.719 -0.053 -0.007 0.010
C -0.467 2.007 5.331 0.036 0.009 0.010
C -0.382 2.234 3.820 0.016 0.039 -0.017
N -1.403 1.398 3.142 -0.025 -0.018 0.029
C 1.021 1.908 3.310 -0.046 -0.018 0.050
C 1.584 0.542 3.706 0.015 -0.036 -0.009
N 1.249 -0.581 2.732 0.061 -0.100 0.018
C 1.261 0.173 5.166 0.079 0.014 -0.023
H -2.048 -0.224 5.822 -0.025 0.032 -0.019
H -0.965 -1.324 5.277 0.001 -0.004 0.017
H -1.455 -0.014 4.257 0.005 -0.025 -0.008
H -0.087 0.465 6.801 0.065 0.025 0.002
H 0.238 2.674 5.831 -0.025 0.012 0.017
H -1.455 2.275 5.714 -0.017 -0.017 -0.022
H -0.558 3.294 3.627 -0.008 -0.007 -0.017
H -1.274 1.434 2.135 0.020 -0.007 0.005
H -2.324 1.801 3.302 0.011 -0.009 0.001
H 1.695 2.662 3.723 0.004 -0.012 0.019
H 1.073 2.029 2.225 -0.002 0.017 -0.002
H 2.669 0.603 3.650 -0.009 0.080 -0.094
H 0.546 -1.203 3.122 -0.093 0.073 -0.054
H 2.081 -1.166 2.661 -0.021 -0.038 0.076
H 1.976 0.728 5.778 0.010 -0.038 0.019
H 1.484 -0.880 5.368 -0.037 -0.015 -0.024
O -0.741 2.431 -0.706 -0.036 0.080 -0.036
S -0.155 1.571 -1.665 0.226 0.600 -0.147
O 1.256 2.187 -2.123 0.223 -0.849 -0.015
O 0.083 0.192 -1.217 0.165 -0.169 0.029
C -0.879 1.540 -3.248 -0.005 0.037 -0.042
C -2.240 1.493 -3.462 -0.069 -0.227 -0.062
C -2.673 1.433 -4.784 -0.005 -0.006 0.040
C -1.760 1.413 -5.829 0.058 0.006 0.017
C -0.388 1.496 -5.591 0.003 0.033 -0.110
C 0.058 1.582 -4.285 -0.120 0.143 0.269
P 1.734 1.886 -3.708 -0.343 0.150 -0.051
C 2.410 3.395 -4.296 -0.244 -0.081 0.094
C 3.782 3.672 -4.239 0.046 -0.011 0.086
C 4.232 4.916 -4.635 0.018 0.008 -0.011
C 3.331 5.880 -5.076 0.007 -0.024 0.021
C 1.967 5.614 -5.112 -0.009 -0.023 0.002
C 1.498 4.375 -4.716 0.030 0.042 -0.123
C 2.753 0.463 -3.905 0.350 0.183 -0.022
C 3.669 0.511 -4.966 -0.046 -0.070 -0.143
C 4.411 -0.615 -5.287 -0.003 0.016 0.041
C 4.261 -1.778 -4.548 -0.030 0.027 -0.012
C 3.350 -1.828 -3.497 0.017 -0.021 0.015
C 2.592 -0.720 -3.175 -0.131 0.008 0.020
H -2.944 1.494 -2.640 0.001 0.006 -0.002
H -3.733 1.400 -4.995 0.000 0.005 -0.002
H -2.118 1.360 -6.849 0.007 -0.011 -0.003
H 0.306 1.525 -6.421 0.004 0.005 0.000
H 4.489 2.937 -3.877 -0.015 -0.036 -0.016
H 5.290 5.138 -4.602 -0.001 0.006 0.006
H 3.695 6.850 -5.388 0.003 -0.002 -0.012
H 1.273 6.369 -5.455 -0.001 0.004 0.012
H 0.436 4.170 -4.750 0.003 0.009 0.000
H 3.780 1.397 -5.575 0.018 0.046 0.049
H 5.105 -0.578 -6.116 0.007 -0.003 0.005
H 4.841 -2.655 -4.800 0.007 0.000 0.009
H 3.223 -2.743 -2.936 0.004 -0.001 -0.003
H 1.862 -0.790 -2.384 -0.002 0.045 0.064
```
Positions in Å, forces in eV/Å.

---

The following is a DFT calculation (ωB97M-V with the def2-TZVPD basis set) of a structure of composition C24H30BBr42IN4O4S at a distorted geometry.

Values from the calculation:
LUMO energy = -0.29 eV
Total charge = 0
Maximum force = 1.1 eV/Å
HOMO level = -0.318 hartree

```
107
Properties=species:S:1:pos:R:3:forces:R:3
C -5.205 5.875 -1.661 0.443 -0.024 0.512
C -3.884 5.356 -1.112 -0.255 -0.404 0.123
S -3.565 3.707 -1.800 0.017 0.007 -0.267
C -1.770 3.659 -1.997 -0.150 -0.083 0.073
C -0.939 2.967 -0.896 -0.376 0.224 -1.035
N 0.422 3.533 -1.077 -0.267 0.178 0.695
C 0.925 4.194 -0.184 0.004 -0.255 0.454
O 1.474 4.774 0.657 0.160 0.202 -0.279
C -1.657 3.259 0.430 -0.210 -0.259 -0.005
O -1.801 4.323 0.973 0.112 0.210 -0.160
N -2.156 2.031 0.865 0.165 0.128 0.507
C -1.038 1.148 0.574 0.302 0.159 0.522
N 0.093 1.698 1.331 -0.162 -0.411 0.060
I -1.232 -0.913 1.239 -0.206 -0.116 -0.132
C -0.850 1.406 -0.923 0.830 -0.543 -0.393
C -1.813 0.655 -1.889 -0.375 -0.197 0.795
C -3.153 0.199 -1.374 -0.443 0.468 -0.256
N -4.279 0.597 -1.786 -0.138 -0.204 -0.166
B 0.615 0.978 -1.423 -0.001 0.376 0.218
O 1.662 0.592 -0.588 0.144 0.144 -0.306
O 0.818 0.977 -2.755 -0.108 -0.022 -0.362
H -5.693 6.441 -0.880 -0.189 0.420 0.040
H -5.867 5.058 -1.904 -0.253 -0.225 -0.264
H -5.019 6.487 -2.526 -0.263 0.194 -0.347
H -3.055 6.011 -1.331 0.235 0.176 -0.108
H -3.959 5.252 -0.042 0.176 -0.019 0.384
H -1.561 3.220 -2.959 0.199 -0.223 -0.288
H -1.425 4.679 -2.056 0.086 0.358 0.058
H -2.463 2.065 1.830 -0.133 -0.096 0.074
H 0.821 1.002 1.426 0.143 0.003 -0.088
H -0.229 1.861 2.279 0.017 0.191 0.176
H -1.994 1.228 -2.785 0.141 0.289 -0.289
H -1.295 -0.239 -2.213 0.103 -0.320 -0.154
H -3.190 -0.571 -0.624 0.169 -0.222 0.294
H -4.175 1.306 -2.510 -0.049 0.088 -0.043
H 2.023 1.385 -0.180 0.112 -0.021 0.316
H 1.754 0.855 -2.946 0.127 -0.165 -0.240
C 2.318 2.544 4.998 0.011 0.009 0.023
Br 3.518 1.435 6.000 0.036 0.025 0.057
Br 2.868 2.682 3.162 -0.025 0.031 -0.027
Br 0.489 1.958 5.165 0.053 -0.109 -0.092
H 2.371 3.538 5.415 -0.016 0.055 0.016
C 3.949 -2.443 4.126 -0.048 0.041 -0.035
Br 5.687 -1.968 4.800 -0.007 0.011 -0.004
Br 2.580 -2.131 5.434 -0.090 -0.033 0.059
Br 3.548 -1.546 2.472 -0.006 0.009 -0.014
H 3.963 -3.504 3.923 0.009 -0.050 -0.009
C 1.960 -5.680 7.791 -0.010 0.059 0.037
Br 0.132 -5.108 7.990 -0.021 -0.008 -0.040
Br 2.365 -6.038 5.941 0.024 -0.057 -0.040
Br 3.176 -4.421 8.576 0.039 0.018 -0.086
H 2.069 -6.610 8.329 0.027 -0.042 -0.001
C -2.903 -1.232 5.371 0.029 -0.095 -0.151
Br -1.122 -1.915 5.620 -0.114 -0.032 -0.100
Br -2.883 0.513 4.565 -0.002 0.240 0.186
Br -4.028 -2.419 4.353 0.061 0.025 0.049
H -3.350 -1.129 6.348 -0.022 0.025 0.041
C -1.628 -7.219 4.366 -0.046 -0.015 -0.081
Br -2.939 -8.379 5.163 -0.007 -0.002 0.004
Br -0.789 -8.041 2.845 0.055 -0.025 -0.003
Br -2.372 -5.504 3.929 0.033 -0.009 0.053
H -0.860 -7.054 5.103 0.119 0.027 0.100
C 2.881 0.771 -6.513 -0.057 0.022 -0.039
Br 1.782 2.338 -6.354 0.012 0.000 0.008
Br 3.928 0.477 -4.925 0.014 -0.001 0.066
Br 1.847 -0.781 -6.974 0.011 0.012 -0.006
H 3.575 0.946 -7.322 0.049 0.000 -0.019
C 5.137 -7.823 10.818 0.061 0.119 -0.072
Br 3.282 -7.345 10.995 -0.076 -0.072 0.080
Br 5.633 -8.062 8.977 -0.049 -0.002 0.043
Br 6.276 -6.545 11.694 -0.007 0.014 0.013
H 5.273 -8.769 11.318 -0.004 -0.055 0.010
C 8.136 -10.654 6.747 -0.013 0.011 0.070
Br 8.502 -11.545 8.413 -0.001 0.013 0.002
Br 6.247 -10.522 6.415 0.018 -0.038 -0.111
Br 8.982 -8.930 6.663 -0.007 0.004 0.010
H 8.558 -11.259 5.960 0.019 -0.031 -0.038
C -2.531 5.527 4.502 0.103 0.019 -0.081
Br -3.640 7.086 4.677 -0.004 -0.011 0.004
Br -1.555 5.162 6.119 -0.031 0.026 0.008
Br -3.554 4.003 3.936 -0.151 -0.078 0.057
H -1.810 5.727 3.724 0.025 -0.012 -0.054
C -6.618 6.655 -5.910 0.012 0.027 0.020
Br -5.469 5.311 -5.163 0.001 -0.068 -0.108
Br -7.661 5.965 -7.372 -0.025 -0.053 -0.040
Br -7.733 7.459 -4.565 -0.005 -0.005 -0.001
H -5.988 7.435 -6.310 0.014 0.043 -0.037
C 3.695 -10.868 3.003 0.013 0.024 -0.046
Br 5.372 -11.123 2.098 -0.003 0.004 0.005
Br 3.695 -9.251 4.044 -0.074 0.057 0.035
Br 2.212 -10.919 1.781 0.005 0.001 -0.001
H 3.573 -11.691 3.691 -0.006 -0.038 0.035
C 5.354 2.749 -9.712 -0.014 0.066 0.004
Br 4.252 4.315 -9.562 -0.012 -0.028 0.019
Br 6.395 2.455 -8.122 -0.063 -0.031 0.028
Br 4.319 1.191 -10.173 -0.016 -0.035 0.011
H 6.047 2.922 -10.521 0.038 -0.010 -0.039
C 2.532 -0.507 -13.411 -0.018 0.005 -0.011
Br 0.643 -0.180 -13.531 0.008 -0.005 0.002
Br 2.952 -1.691 -11.954 -0.010 -0.026 0.026
Br 3.252 -1.151 -15.073 -0.004 -0.003 0.007
H 3.009 0.438 -13.199 0.026 0.041 0.019
C -9.250 8.562 -9.898 -0.015 -0.001 -0.004
Br -11.017 9.318 -9.891 0.008 0.002 -0.008
Br -8.770 7.890 -11.635 0.001 0.001 0.006
Br -7.945 9.808 -9.237 0.027 0.014 0.021
H -9.256 7.723 -9.220 0.005 -0.028 0.043
```
Positions in Å, forces in eV/Å.